<A>
9
Properties=species:S:1:pos:R:3:mulliken_charge:R:1 method="wB97M-V/def2-TZVPD" lumo_ev="-3.194 / -3.192" homo_ev="-8.5 / -8.5" smiles="S=C1C=CN=[N+]1[S-]" gap_ha="0.194 / 0.194"
H -2.00 -1.33 -0.14 0.478
C -1.17 -0.70 -0.07 -0.027
C -0.88 0.71 0.01 -0.511
H -1.67 1.50 0.03 0.318
C 0.53 0.77 0.02 0.129
N -0.03 -1.40 0.08 -0.742
N 0.99 -0.60 0.11 0.580
S 1.63 2.04 0.01 -0.159
S 2.59 -1.02 -0.03 -0.065

***

<B>
9
Properties=species:S:1:pos:R:3:mulliken_charge:R:1 method="wB97M-V/def2-TZVPD" lumo_ev=-1.609 homo_ev=-9.0 gap_ha=0.273
N -0.28 1.94 0.14 -0.526
H 2.06 -1.82 -0.10 0.337
C -1.23 -0.29 0.21 0.285
S -0.56 -1.90 0.10 -0.084
H 0.58 2.60 -0.11 0.318
N 1.22 0.13 -0.08 -0.483
C 1.12 -1.15 -0.12 0.007
C -0.08 0.69 0.04 0.345
S -2.84 -0.22 -0.08 -0.199

***

Energies in hartree, measured from the most stable structure: <A> 0.0657; <B> 0.0000.

***

<A>
12
Properties=species:S:1:pos:R:3:mulliken_charge:R:1 method="wB97M-V/def2-TZVPD" lumo_ev=0.714 homo_ev=-8.0 gap_ha=0.321
H -2.03 -1.86 -0.26 0.177
N 0.99 -0.21 0.26 -0.247
H -0.29 -1.38 0.27 0.327
C -1.01 1.04 0.04 -0.311
H 2.64 -1.11 0.36 0.251
H 2.95 0.41 -0.09 0.253
N -1.37 -1.15 -0.04 -0.200
N 2.32 -0.41 -0.24 -0.603
N -1.85 0.04 -0.06 -0.407
C 0.42 0.98 0.09 0.187
H 0.96 1.86 -0.38 0.259
H -1.36 2.05 -0.14 0.314

***

<B>
12
Properties=species:S:1:pos:R:3:mulliken_charge:R:1 method="wB97M-V/def2-TZVPD" lumo_ev="0.326 / 0.322" homo_ev="-7.5 / -7.5" gap_ha="0.289 / 0.288"
H -0.31 -1.82 -0.43 0.390
C -0.65 -0.80 -0.34 -0.212
N 1.90 0.92 0.54 -0.536
H 1.49 1.29 1.40 0.215
H 1.35 -0.92 0.89 0.288
N 1.33 -0.27 0.11 -0.346
N -0.14 1.37 -1.50 -0.648
H -2.51 -1.37 0.34 0.230
C -0.03 0.27 -1.05 0.428
H -2.29 0.32 0.08 0.262
H 1.74 1.61 -0.21 0.305
N -1.88 -0.60 0.18 -0.376

***

Energies in hartree, measured from the most stable structure: <A> 0.0000; <B> 0.0551.

***

<A>
63
Properties=species:S:1:pos:R:3:mulliken_charge:R:1 method="wB97M-V/def2-TZVPD" lumo_ev=0.674 homo_ev=-8.3 smiles="COc1cc(CN2CCNC(=O)[C@@H]2CC(=O)N2CCCN(C(C)=O)CC2)cc(OC)c1" gap_ha=0.329
C 3.38 0.93 -1.50 0.608
H -4.70 1.09 2.05 0.448
H 1.22 1.04 -3.02 0.101
N -1.24 1.56 0.03 0.378
C -1.47 2.13 1.34 -1.551
H -2.65 -3.06 -0.39 0.287
H 6.22 -0.27 2.45 0.315
H -3.55 3.41 -0.27 0.385
H -4.19 -1.17 1.09 0.238
C -0.42 0.52 -0.25 0.057
C -0.78 -3.53 -1.25 -1.062
N -4.03 1.43 0.10 0.235
O -0.22 0.20 -1.42 -0.814
H 2.68 -2.70 1.12 0.329
H -0.15 0.09 1.85 0.873
H -5.34 -1.62 -0.19 0.331
H 2.02 2.12 -4.19 0.266
C 4.22 1.47 -0.53 -0.641
H 4.85 0.49 3.31 0.314
H -5.81 -0.43 1.03 0.422
H -1.91 1.43 -1.90 0.377
C 0.48 -2.68 -1.41 -0.253
H -1.48 3.08 -1.39 0.414
H -0.54 2.11 1.92 0.553
H 4.65 2.45 -0.67 0.498
O -2.10 -1.65 1.50 -0.797
O 5.36 1.37 1.50 -0.461
H 0.21 -1.74 -1.90 -0.054
C 2.17 1.28 -3.51 -0.503
C -3.97 1.69 1.52 -1.467
O -4.34 0.11 -1.68 -0.680
H -2.40 0.34 2.09 -0.152
C -4.98 -0.80 0.44 -1.377
C -1.96 2.15 -1.08 -0.514
H -4.22 2.75 1.68 0.425
H -3.99 2.45 -1.70 0.481
H 0.49 -2.08 1.85 0.518
H 4.13 -1.06 1.72 0.388
N -1.66 -2.89 -0.31 0.057
H -0.51 -4.53 -0.89 0.316
C -3.44 2.44 -0.75 -1.355
C -4.42 0.26 -0.47 1.212
C 3.94 -0.50 0.82 -0.276
C 3.10 -1.04 -0.15 -0.114
H 2.22 -0.78 -2.07 0.361
H -1.29 -3.62 -2.21 0.451
C 0.28 -0.19 0.89 -0.204
H 6.42 1.34 3.20 0.249
O 3.14 1.72 -2.58 -0.487
C 2.46 -2.39 0.09 -1.762
C 5.72 0.68 2.67 -0.802
C -1.28 -2.10 0.70 -0.413
N 1.02 -2.48 -0.08 0.324
C 0.20 -1.75 0.84 -0.112
H 2.53 0.42 -4.08 0.313
H 1.33 0.10 0.87 -0.085
H -2.57 1.74 3.15 0.570
H -1.73 3.18 1.20 0.549
C -2.58 1.41 2.11 0.515
C 4.52 0.75 0.62 0.698
H 1.21 -3.21 -2.01 0.606
H 2.91 -3.12 -0.58 0.479
C 2.85 -0.34 -1.32 -0.009

***

<B>
63
Properties=species:S:1:pos:R:3:mulliken_charge:R:1 method="wB97M-V/def2-TZVPD" lumo_ev=-0.501 homo_ev=-9.0 smiles="CCOC(=O)C1=C(CNC(C)(C)CC(C)(C)C)NC(=O)N[C@H]1c1cccc([N+](=O)[O-])c1" gap_ha=0.312
C -1.39 -1.82 0.03 -0.322
C -3.09 -0.07 0.37 0.577
H 3.14 -1.46 -1.26 0.342
N 1.50 -1.01 0.80 0.393
N -1.00 -2.46 2.26 -0.055
H -3.48 -2.02 -0.42 0.706
O -1.84 4.16 1.91 -0.666
H 1.91 0.33 -1.77 0.050
O 0.17 -1.51 -1.75 -0.628
H 4.36 0.72 0.66 0.545
H 1.17 -0.59 -0.06 -0.640
H -5.00 2.32 -1.10 0.425
H 1.15 -2.92 -0.10 0.345
H -3.60 3.77 0.36 0.539
H 0.86 2.89 -0.34 0.608
H -0.34 -2.71 2.99 0.242
N -1.71 2.96 2.02 1.159
C -0.53 -2.22 1.00 0.972
N -3.20 -2.16 1.63 -0.106
H -4.17 -2.14 1.90 0.281
O -0.96 2.42 2.80 -0.595
H -4.65 -0.12 -1.09 0.436
H 2.87 -0.99 2.99 0.465
C 1.21 2.05 0.25 -1.581
C 2.59 1.16 -1.63 -1.783
H 3.55 3.30 0.88 0.417
C -2.95 -0.20 -4.07 -1.246
C -3.48 2.70 0.35 -0.454
H 3.59 0.85 -1.95 0.276
C 2.95 -0.86 0.83 2.019
H 3.06 3.70 -0.76 0.450
H 3.64 -2.69 -0.10 0.469
C -4.05 0.51 -0.45 -0.136
H -1.55 0.33 1.83 0.607
H 4.50 2.72 -0.49 0.481
H 4.51 -1.07 2.31 0.440
H -3.78 -0.90 -4.06 0.299
H 0.50 1.24 0.13 0.093
C -1.72 -0.84 -3.46 -0.177
H 3.06 1.04 1.80 0.394
H 1.21 2.34 1.30 0.385
C -2.31 0.75 1.19 0.040
C 3.64 -1.62 -0.31 -1.875
H 2.27 1.97 -2.29 0.585
C -2.85 -1.57 0.36 -0.702
C 3.28 0.66 0.80 -2.079
C 2.62 1.65 -0.19 2.928
C -2.34 -2.48 2.63 0.133
H -0.87 -0.14 -3.46 0.294
C 0.95 -2.36 0.82 -1.464
C 3.48 -1.38 2.17 -2.170
C 3.49 2.92 -0.14 -2.127
H -1.42 -1.74 -4.02 0.315
H 3.46 -2.47 2.21 0.503
O -2.02 -1.20 -2.12 -0.211
H -2.74 0.08 -5.10 0.446
H 1.37 -2.90 1.67 0.649
H 4.68 -1.30 -0.40 0.412
C -0.97 -1.52 -1.33 0.468
C -4.25 1.88 -0.46 -0.885
H -3.23 0.69 -3.51 0.250
O -2.69 -2.80 3.74 -0.680
C -2.52 2.12 1.17 -0.854

***

Energies in hartree, measured from the most stable structure: <A> 0.0000; <B> 0.0597.

***

<A>
24
Properties=species:S:1:pos:R:3:mulliken_charge:R:1 method="wB97M-V/def2-TZVPD" lumo_ev=0.461 homo_ev=-8.2 smiles="C=C(/C=C/C)NC.O.O" gap_ha=0.318
H -2.39 1.51 -1.13 0.328
H -0.76 -2.76 -2.61 0.294
H 3.21 1.99 0.01 0.278
O -2.67 1.23 -2.04 -0.660
H 1.45 0.05 -1.46 0.188
C -1.01 0.70 0.86 -1.851
H 0.68 2.23 1.27 0.315
H 2.84 0.39 0.01 0.328
H -1.74 1.24 -2.42 0.326
H 2.74 1.25 1.71 0.285
O -0.33 -0.71 3.16 -0.636
H 0.07 -0.26 2.48 0.388
H -1.77 -0.02 0.72 0.458
C -0.02 -1.65 -0.93 -0.209
H 0.96 -2.82 -2.42 0.409
H -1.12 -1.03 2.96 0.301
C 0.06 -2.77 -1.91 -1.348
H 0.07 -3.63 -1.23 0.322
C 0.29 0.56 0.30 1.291
N 1.10 1.71 0.44 -0.374
H -1.39 1.54 1.39 0.343
H -0.96 -1.90 -0.27 0.112
C 2.52 1.30 0.57 -0.824
C 0.57 -0.46 -0.73 -0.064

***

<B>
24
Properties=species:S:1:pos:R:3:mulliken_charge:R:1 method="wB97M-V/def2-TZVPD" lumo_ev=0.907 homo_ev=-9.2 smiles=CC[C@H](O)[C@H](N)[C@H](C)O gap_ha=0.370
C -0.18 -0.51 -0.46 0.006
C 0.34 0.62 0.48 -0.204
N 0.35 -0.36 -1.82 -0.633
C 2.67 -0.47 0.70 -1.129
C -1.74 -0.62 -0.44 0.005
O -2.18 -1.20 0.79 -0.605
H 0.19 -1.46 -0.06 0.377
H -0.10 0.42 -2.30 0.277
H -3.56 0.50 -0.78 0.361
C 1.87 0.81 0.53 -0.732
H -1.85 -0.62 1.50 0.433
H 2.64 -1.08 -0.21 0.248
H -0.08 1.58 0.16 0.408
O -0.16 0.40 1.81 -0.613
H 2.20 1.31 -0.39 0.314
H 3.72 -0.23 0.89 0.379
H 2.31 -1.08 1.53 0.318
H 2.11 1.47 1.36 0.387
H 0.09 -1.19 -2.36 0.320
H -2.13 1.24 -1.52 0.322
H -2.41 1.34 0.24 0.278
H 0.42 -0.25 2.24 0.404
H -2.04 -1.32 -1.23 0.409
C -2.49 0.69 -0.65 -1.328

***

<C>
24
Properties=species:S:1:pos:R:3:mulliken_charge:R:1 method="wB97M-V/def2-TZVPD" lumo_ev="-0.527 / -0.528" homo_ev="-9.1 / -9.1" gap_ha="0.317 / 0.317"
O 0.04 -0.32 0.39 -0.544
C -1.39 1.59 0.82 -1.721
C 2.61 -1.30 0.02 -0.645
H 0.93 1.85 -0.70 0.405
H -2.50 -0.68 -0.22 0.432
H 3.64 -1.61 0.24 0.328
H 0.09 -1.20 1.35 0.379
C 0.08 1.41 -1.22 -1.856
C -0.79 0.64 -0.21 1.577
H 1.19 -1.59 2.99 0.307
H -0.59 2.14 1.33 0.386
H 2.07 -2.12 -0.46 0.298
C 1.25 -1.74 1.91 -0.619
C -1.91 -0.13 -0.96 -0.912
H -0.48 2.21 -1.70 0.495
H 1.22 -2.78 1.58 0.342
O -2.82 0.70 -1.66 -0.537
H -2.36 1.08 -2.42 0.326
H 0.47 0.73 -1.98 0.361
H -1.43 -0.87 -1.62 0.382
H -1.94 1.02 1.57 0.409
N 2.04 -0.87 1.27 -0.176
H 2.66 -0.45 -0.66 0.213
H -2.07 2.30 0.35 0.370

***

Energies in hartree, measured from the most stable structure: <A> 0.1336; <B> 0.0000; <C> 0.1484.